Here is a 10-piece molecular cluster, C19H48F6N10O12PS overall at a distorted geometry from OMol25. Energies are from the ωB97M-V functional and the def2-TZVPD basis.

```
97
C19H48F6N10O12PS, DFT the ωB97M-V functional and the def2-TZVPD basis
P -0.67041 0.56569 1.51868
F 0.17593 1.30665 2.67060
F -0.24245 -0.85738 2.23134
F -2.11846 0.41413 2.20682
F -1.40400 -0.22657 0.27758
F -1.18387 1.99215 0.95745
F 0.62750 0.63164 0.57649
C -4.75893 1.17759 -0.36238
O -5.94043 1.22061 -0.71464
N -3.82892 2.12728 -0.62508
N -4.30629 0.21634 0.44327
H -2.92823 1.98360 -0.21708
H -3.92627 2.80835 -1.36277
H -4.97753 -0.47021 0.74084
H -3.30849 0.04052 0.54592
C -3.41166 -3.24901 1.85950
O -4.06300 -4.25441 2.14810
N -2.95540 -2.38191 2.77849
N -3.07942 -2.86777 0.59762
H -2.24799 -1.70905 2.52357
H -3.13513 -2.45659 3.76275
H -3.51347 -3.36977 -0.15503
H -2.42107 -2.11651 0.49466
C 1.09195 4.58701 1.80032
O -0.07766 4.91352 2.00609
N 1.55260 3.42212 1.32261
N 2.10993 5.50135 1.92973
H 2.54491 3.29917 1.41026
H 0.91171 2.64604 1.47624
H 1.96859 6.46340 1.67464
H 3.07314 5.21821 1.92116
C 2.77816 -0.75035 3.99477
O 3.68213 -1.55852 4.16854
N 2.58570 -0.12107 2.80530
N 1.74998 -0.45905 4.83841
H 3.15062 -0.41204 2.01758
H 1.81786 0.50349 2.63798
H 1.69524 -0.96800 5.70429
H 0.90739 -0.13676 4.39993
C -3.53036 5.19926 1.01364
O -4.55428 5.61740 0.46373
N -3.49095 4.39284 2.09516
N -2.31724 5.49120 0.51274
H -2.66575 3.89116 2.37433
H -4.37007 3.99322 2.37691
H -2.18131 6.04062 -0.31375
H -1.50569 5.04346 0.93322
C -0.62011 -2.81429 -2.54502
C -1.36671 -2.44772 -3.81000
O -0.34596 -1.76849 -4.54520
S 1.17810 -1.81997 -4.03032
O 1.49385 -0.62197 -3.27669
O 2.14800 -2.35130 -4.94749
O 0.74182 -2.94831 -2.90183
H -0.90135 -3.75441 -2.06783
H -0.77971 -2.11919 -1.71646
H -2.20376 -1.77552 -3.62849
H -1.72870 -3.25344 -4.44784
C 5.87200 -1.21571 -1.08642
C 4.81550 -0.28728 -1.72845
C 3.63181 -0.55681 -0.81045
O 4.24488 -0.67445 0.47652
C 5.44287 -1.41823 0.38227
H 6.85031 -0.73733 -1.14132
H 5.88491 -2.22288 -1.49990
H 4.59143 -0.83256 -2.64989
H 5.14292 0.70692 -2.01656
H 3.11876 -1.50764 -0.97762
H 2.87922 0.23047 -0.80973
H 5.20926 -2.47420 0.54763
H 6.18804 -1.13806 1.12517
C 2.63913 -4.11984 0.82355
C 1.32367 -3.39278 0.62110
C 0.80710 -3.58687 2.07297
O 1.19007 -4.91854 2.52158
C 2.16190 -5.36623 1.57813
H 3.33412 -3.46543 1.34965
H 3.14145 -4.48667 -0.07576
H 0.69651 -3.76656 -0.18661
H 1.48594 -2.32855 0.44256
H -0.26929 -3.52948 2.24568
H 1.21525 -2.86383 2.78137
H 1.69455 -6.04249 0.85640
H 2.96518 -5.86951 2.11805
C -2.03181 1.21831 -3.58631
C -1.06101 2.29010 -3.13574
C -1.80374 3.58586 -3.41915
O -3.17578 3.23674 -3.35062
C -3.37996 1.86661 -3.82401
H -2.03998 0.47463 -2.78491
H -1.78167 0.62237 -4.46801
H -0.13271 2.31249 -3.70914
H -0.84001 2.13769 -2.08064
H -1.61543 3.92856 -4.44051
H -1.45492 4.27329 -2.64867
H -3.71759 1.83347 -4.86095
H -4.14701 1.41595 -3.19464
```

Output
LUMO energy (eV): 1.924
Energy relative to the best compared isomer or geometry (same formula, charge and spin) (kcal per mole): 0.0
Charge: -1
E_tot (hartree): -3542.3865
HOMO energy (eV): -6.92
Maximum force (eV Å⁻¹): 3.34

Löwdin population analysis, charges in e, atoms 1 to 6:
1. P 0.217
2. F -0.151
3. F -0.153
4. F -0.149
5. F -0.191
6. F -0.141

=====

Here is a 2-piece molecular cluster, CH3IN2O2 overall at a distorted geometry from OMol25. Energies are from the ωB97M-V functional and the def2-TZVPD basis.

```
9
CH3IN2O2, DFT the ωB97M-V functional and the def2-TZVPD basis
C 1.26435 0.25151 -0.73168
N -2.18848 -0.04346 0.71545
N -1.02475 -0.22280 0.81336
O -2.97624 0.70874 0.25128
O 0.50234 0.98431 0.08932
I -0.14366 -1.76231 1.71443
H 1.44642 -0.76501 -0.31431
H 2.26822 0.70175 -0.78855
H 0.85181 0.14728 -1.74929
```

Output
LUMO energy (spin up / spin down) (eV): -0.406 / -1.944
Energy relative to the best compared isomer or geometry (same formula, charge and spin) (kcal per mole): 46.4
Charge: 0
E_tot (hartree): -597.3101
HOMO energy (spin up / spin down) (eV): -7.77 / -9.10
Maximum force (eV Å⁻¹): 2.82
Spin multiplicity: 3
⟨S²⟩: 2.017

Löwdin population analysis, charges in e, atoms 1 to 6:
1. C -0.248
2. N -0.266
3. N -0.510
4. O 0.039
5. O -0.082
6. I 0.857

=====

Here is a 2-piece molecular cluster, CH5ClO3Si overall at a distorted geometry from OMol25. Energies are from the ωB97M-V functional and the def2-TZVPD basis.

```
11
CH5ClO3Si, DFT the ωB97M-V functional and the def2-TZVPD basis
C -2.04439 0.99897 0.07606
O 1.21145 2.39624 -0.40502
O 1.06135 0.34313 1.17140
O 1.30761 0.01508 -1.50047
Si 0.64167 0.91542 -0.27051
Cl -2.61563 -0.60243 0.20597
H -2.24097 1.57526 0.97639
H -2.29537 1.58554 -0.90582
H 1.17480 3.08441 0.18497
H 0.90581 -0.58505 1.24537
H 0.84641 -0.20656 -2.26659
```

Output
LUMO energy (eV): 0.119
Energy relative to the best compared isomer or geometry (same formula, charge and spin) (kcal per mole): 72.2
Charge: 0
E_tot (hartree): -1016.5717
HOMO energy (eV): -8.22
Maximum force (eV Å⁻¹): 4.71

Löwdin population analysis, charges in e, atoms 1 to 6:
1. C -0.681
2. O -0.046
3. O -0.087
4. O -0.075
5. Si 0.331
6. Cl 0.457

=====

Here is a 4-piece molecular cluster, C3H13NO3 overall at a distorted geometry from OMol25. Energies are from the ωB97M-V functional and the def2-TZVPD basis.

```
20
C3H13NO3, DFT the ωB97M-V functional and the def2-TZVPD basis
C 1.73593 1.90341 1.57131
C 1.15253 0.95076 0.44130
C -0.19985 0.66462 0.67709
N -1.25189 0.64679 -0.33742
H 2.43884 1.25257 2.22740
H 2.23909 2.77522 1.28748
H 0.82562 2.19171 2.09206
H 1.85018 0.25527 0.14590
H -0.51460 0.39412 1.69592
H -2.13563 0.45392 0.09042
H -0.91415 -0.04833 -1.09228
H 1.81736 -2.60022 -2.42719
H 2.44999 -1.94800 -1.04887
O 2.23746 -1.82508 -2.00843
H 1.63084 0.22162 -3.24760
H 1.48622 0.87641 -1.80249
O 1.06123 0.69950 -2.65638
H -3.75590 -2.33630 2.10380
H -5.22951 -1.80743 2.15719
O -4.49328 -2.03952 2.67006
```

Output
LUMO energy (spin up / spin down) (eV): 3.285 / 3.210
Energy relative to the best compared isomer or geometry (same formula, charge and spin) (kcal per mole): 61.1
Charge: -1
E_tot (hartree): -402.4251
HOMO energy (spin up / spin down) (eV): 0.03 / -1.38
Maximum force (eV Å⁻¹): 3.89
Spin multiplicity: 2
⟨S²⟩: 0.756

Löwdin population analysis, charges in e, atoms 1 to 6:
1. C -0.196
2. C -0.337
3. C -0.388
4. N -0.059
5. H 0.054
6. H -0.008

=====

Here is a 6-piece molecular cluster, C4H21N2O6 overall at a distorted geometry from OMol25. Energies are from the ωB97M-V functional and the def2-TZVPD basis.

```
33
C4H21N2O6, DFT the ωB97M-V functional and the def2-TZVPD basis
O -0.56524 1.67484 -1.58495
C -0.44988 0.45384 -1.51264
N -1.52023 -0.34227 -1.40749
C 0.85508 -0.26991 -1.82922
N 1.67236 -0.38324 -0.56600
C 1.27348 -1.49973 0.37897
C 1.88005 -2.81311 -0.01080
H -1.39443 -1.24902 -0.97609
H -2.47174 -0.00535 -1.42547
H 0.66239 -1.25321 -2.27381
H 1.44095 0.18615 -2.62335
H 1.49810 0.48887 -0.00743
H 2.67341 -0.35770 -0.74204
H 0.18818 -1.45718 0.52694
H 1.59611 -1.10378 1.36021
H 1.64706 -3.49949 0.81740
H 2.94033 -2.84713 -0.24411
H 1.45536 -3.35928 -0.87092
H 2.68943 2.71504 -0.73609
H 1.22309 2.84141 -0.73450
O 1.91219 2.25514 -0.39081
H -3.35712 0.57638 2.24705
H -2.76280 1.28516 1.06047
O -3.07829 0.39566 1.35533
H -1.46543 2.57541 -0.38598
H -2.33040 3.49921 0.55359
O -1.95939 2.59575 0.45563
H 0.79854 1.26785 2.61979
H -0.40653 1.46045 1.66896
O 0.32812 0.88098 1.87849
H -2.21726 -1.06549 0.89669
H -1.22988 -1.88690 1.71081
O -1.52559 -1.75935 0.79140
```

Output
LUMO energy (eV): -2.748
Energy relative to the best compared isomer or geometry (same formula, charge and spin) (kcal per mole): 2.5
Charge: +1
E_tot (hartree): -725.7552
HOMO energy (eV): -13.90
Maximum force (eV Å⁻¹): 2.08

Löwdin population analysis, charges in e, atoms 1 to 6:
1. O 0.025
2. C -0.476
3. N 0.217
4. C -0.011
5. N 0.041
6. C -0.200